#1
This record from OMol25 describes a molecular structure, C5H13NO2. The level of theory is the ωB97M-V functional and the def2-TZVPD basis.

```
21
Properties=species:S:1:pos:R:3:lowdin_charge:R:1
C 0.0060 -0.3676 -2.1080 -0.0083
C -0.0427 0.3276 -0.7125 -0.4497
C -1.0074 -0.2790 0.2590 -0.0034
C -0.3256 -0.8411 1.4927 -0.0243
C 0.3304 -2.0837 1.1775 -0.3371
O 0.3851 -2.5757 0.0360 0.0310
N -0.2092 1.7621 -0.8023 0.1809
H -0.9771 -0.7789 -2.3145 0.0843
H 0.7057 -1.2228 -2.0868 0.0951
H 0.3206 0.2893 -2.9179 0.0922
H 0.9800 0.1924 -0.3450 0.1326
H -1.6514 0.7003 0.6053 0.0903
H -1.7754 -0.8582 -0.2689 0.1730
H 0.9304 -0.9052 1.2952 0.2060
H -0.6473 -0.6669 2.5007 0.1490
H 0.7072 -2.6693 2.0463 0.1693
H -0.6915 2.1052 -1.6272 0.0966
H -1.9557 1.4099 0.8701 0.3659
H 2.3463 2.4488 1.1380 0.0539
H 0.9993 2.1248 0.4960 -0.0138
O 1.5721 1.8880 1.2664 -0.0835
```

The calculation puts the LUMO energy (spin up / spin down) at -7.686 / -7.722 eV. The molar mass comes out at 119.16 g mol⁻¹. As for the expectation value of S²: 0.756. As for the spin multiplicity: 2. Its total charge is +1. The calculation puts the frontier orbital gap (spin up / spin down) at 6.391 / 6.364 eV.

=====

#2
This record from OMol25 describes 3 unconnected molecules or ions with the total composition C5H13NO2. The level of theory is the ωB97M-V functional and the def2-TZVPD basis.

```
21
Properties=species:S:1:pos:R:3:lowdin_charge:R:1
C 1.4531 -3.4277 -0.9942 -0.0313
N 0.9358 -0.4625 -1.1293 0.1095
C 0.3612 -1.3196 -0.1680 -0.2576
C 0.6079 -2.6808 -0.0570 0.0480
C -1.3242 -1.3089 1.6131 0.1854
C -0.5296 -0.6674 0.7150 -0.0242
H 0.9994 -3.7294 -1.9441 0.1227
H 1.8662 -4.3283 -0.5402 0.0999
H 2.3209 -2.8118 -1.2543 0.1015
H 0.8088 -0.7591 -2.0875 0.1141
H 1.9204 -0.3373 -0.9677 0.1130
H 0.2375 -3.2079 0.8129 0.1253
H -1.4098 -2.3573 1.8857 0.0957
H -2.0447 -0.7521 2.2011 0.0970
H -0.6316 0.3878 0.5828 0.1046
H -0.3502 5.9096 0.2649 0.0130
H -0.7963 6.7212 1.4532 0.0335
O -0.3083 6.7993 0.6253 -0.0561
H -1.9139 2.6766 0.2559 0.0266
H -0.7917 2.5247 -0.8435 0.0227
O -1.4110 3.1309 -0.4241 -0.0431
```

The calculation puts the LUMO energy (spin up / spin down) at -5.592 / -7.980 eV. The molar mass comes out at 119.16 g mol⁻¹. As for the expectation value of S²: 0.779. As for the spin multiplicity: 2. Its total charge is +1. The calculation puts the frontier orbital gap (spin up / spin down) at 7.363 / 4.975 eV.

=====

Relative energies, unit eV: #1 5.808; #2 0.000

=====

#1
This record from OMol25 describes 3 unconnected molecules or ions with the total composition C3H4NO. The level of theory is the ωB97M-V functional and the def2-TZVPD basis.

```
9
Properties=species:S:1:pos:R:3:lowdin_charge:R:1
C -0.5938 -0.6997 0.5176 0.0398
C 0.7008 -0.5567 0.4980 -0.0804
C 2.0201 -0.2753 1.1233 0.1736
N -0.0701 -1.4885 -0.4057 0.1827
O 3.1446 0.0823 1.4473 0.2614
H -1.6172 -0.2322 0.8237 0.2029
H -1.8187 2.3264 -1.6678 0.0324
H -1.5566 2.1550 -0.8905 -0.0037
H -0.2092 -1.3112 -1.4460 0.1914
```

The calculation puts the LUMO energy (spin up / spin down) at -7.069 / -7.068 eV. The molar mass comes out at 70.07 g mol⁻¹. Its total charge is +1. The calculation puts the frontier orbital gap (spin up / spin down) at 8.040 / 8.037 eV.

=====

#2
This record from OMol25 describes a molecular structure, C3H4NO. The level of theory is the ωB97M-V functional and the def2-TZVPD basis.

```
9
Properties=species:S:1:pos:R:3:lowdin_charge:R:1
C -1.2653 -1.1364 -0.2311 -0.2055
C -2.3859 -0.5453 0.0873 0.3187
C -0.3365 0.6278 -0.0477 -0.1331
N 0.0800 -0.6288 -0.1606 0.2167
O -0.7928 1.6843 -0.1724 0.3695
H -1.5788 -2.1595 -0.5472 0.1697
H 2.4837 1.3519 0.1848 0.0103
H 2.8084 1.7727 0.7706 0.0625
H 0.9871 -0.9667 0.1162 0.1911
```

The calculation puts the LUMO energy at -7.021 eV. The molar mass comes out at 70.07 g mol⁻¹. Its total charge is +1. The calculation puts the frontier orbital gap at 9.397 eV.

=====

#3
This record from OMol25 describes a gas-phase ion, C3H4NO (charge +1). The level of theory is the ωB97M-V functional and the def2-TZVPD basis.

```
9
Properties=species:S:1:pos:R:3:lowdin_charge:R:1
C 0.3403 1.3617 -1.2466 -0.1552
C 0.1308 -0.8200 0.4507 0.0348
C -0.7554 0.3289 0.3905 0.0703
N 1.2752 0.8993 -1.7086 0.2936
O -0.7393 1.3058 -0.4297 0.1965
H 1.2135 -0.5706 0.4797 0.1397
H 0.0896 -1.4725 1.3874 0.1542
H -0.0037 -1.4917 -0.3400 0.1167
H -1.5510 0.4591 1.0166 0.1494
```

The calculation puts the LUMO energy at -7.574 eV. The molar mass comes out at 70.07 g mol⁻¹. Its total charge is +1. The calculation puts the frontier orbital gap at 10.653 eV.

=====

#4
This record from OMol25 describes a gas-phase ion, C3H4NO (charge +1). The level of theory is the ωB97M-V functional and the def2-TZVPD basis.

```
9
Properties=species:S:1:pos:R:3:lowdin_charge:R:1
C -0.1216 -0.9516 0.0359 0.0484
C -1.6110 0.5943 0.0038 0.0272
C 0.5628 0.2796 -0.0122 -0.1338
N -0.4439 1.3007 -0.0195 0.1807
O -1.3486 -0.7459 0.0182 0.1929
H 0.3050 -1.9223 0.2861 0.1936
H -2.5003 1.0270 0.1993 0.1269
H 1.3104 0.3070 0.7360 0.1689
H 1.1665 0.4454 -0.9058 0.1952
```

The calculation puts the LUMO energy at -6.749 eV. The molar mass comes out at 70.07 g mol⁻¹. Its total charge is +1. The calculation puts the frontier orbital gap at 10.309 eV.

=====

Relative energies, unit eV: #1 4.366; #2 5.185; #3 1.420; #4 0.000

=====

#1
This record from OMol25 describes a gas-phase ion, C3H4NO (charge +1). The level of theory is the ωB97M-V functional and the def2-TZVPD basis.

```
9
Properties=species:S:1:pos:R:3:lowdin_charge:R:1
C -0.9326 -0.5561 0.0330 0.1968
N 0.0405 -1.4440 0.0682 0.1381
C 1.1970 -0.9594 0.1023 0.2033
O 1.0362 0.6865 0.1118 0.0239
C -0.2067 0.9306 0.0875 -0.2314
H -1.8911 -0.3035 -0.1554 0.1073
H 1.9413 -1.6404 -0.1870 0.1562
H -0.5342 1.4587 -0.8325 0.1773
H -0.6503 1.8275 0.7720 0.2285
```

The calculation puts the LUMO energy (spin up / spin down) at -7.920 / -7.920 eV. The molar mass comes out at 70.07 g mol⁻¹. The SMILES is C1=[N+]=COC1. Its total charge is +1. The calculation puts the frontier orbital gap (spin up / spin down) at 8.831 / 8.832 eV.

=====

#2
This record from OMol25 describes a molecular structure, C3H4NO. The level of theory is the ωB97M-V functional and the def2-TZVPD basis.

```
9
Properties=species:S:1:pos:R:3:lowdin_charge:R:1
C 1.5393 0.3439 -0.0166 0.0638
C 0.3487 0.6576 -0.4089 0.1401
C -0.7696 -0.7688 0.2611 0.1300
N -1.8808 -0.3450 0.1846 -0.0450
O -2.8880 0.2054 0.0751 0.2922
H 2.3533 0.7558 -0.5134 0.0833
H 1.8010 -0.4198 0.7339 0.1130
H -0.2332 1.2359 -0.9531 0.0547
H -0.2706 -1.6649 0.6374 0.1678
```

The calculation puts the LUMO energy at -7.229 eV. The molar mass comes out at 70.07 g mol⁻¹. Its total charge is +1. The calculation puts the frontier orbital gap at 9.046 eV.

=====

#3
This record from OMol25 describes a molecular structure, C3H4NO. The level of theory is the ωB97M-V functional and the def2-TZVPD basis.

```
9
Properties=species:S:1:pos:R:3:lowdin_charge:R:1
C 0.8944 -1.1411 -0.5839 0.0086
C 0.1988 -2.1276 0.0977 -0.0187
C -0.6673 0.0909 0.6830 0.0798
N 0.2663 0.0664 -0.2600 0.0573
O -0.5838 -1.7920 0.9229 0.1246
H 1.5516 -1.3806 -1.5116 0.1808
H -0.7602 0.9663 1.3822 0.1579
H -1.6052 -0.5227 0.7041 0.1618
H 0.7677 0.9462 -0.6680 0.2480
```

The calculation puts the LUMO energy (spin up / spin down) at -6.935 / -6.933 eV. The molar mass comes out at 70.07 g mol⁻¹. Its total charge is +1. The calculation puts the frontier orbital gap (spin up / spin down) at 7.959 / 7.959 eV.

=====

Relative energies, unit eV: #1 0.208; #2 1.022; #3 0.000